# 1
A structure of composition C49H38F3N5OP2S3Ti in a non-equilibrium geometry. Source: the Open Molecules 2025 dataset; level of theory: the ωB97M-V functional and the def2-TZVPD basis.

Atoms and positions in Å:
Ti 0.125 0.399 1.156
O -3.826 -2.299 0.422
S -2.771 -1.477 -0.204
C -1.878 -2.528 -1.391
C -2.613 -3.220 -2.343
C -1.964 -3.964 -3.309
C -0.577 -3.987 -3.342
C 0.155 -3.323 -2.374
C -0.483 -2.606 -1.356
P 0.521 -1.960 0.056
C 0.722 -3.501 1.047
C 0.961 -3.398 2.418
C 1.214 -4.528 3.180
C 1.189 -5.783 2.593
C 0.906 -5.900 1.241
C 0.689 -4.770 0.468
C 2.155 -1.815 -0.751
C 2.337 -0.753 -1.635
C 3.552 -0.567 -2.270
C 4.597 -1.447 -2.028
C 4.420 -2.511 -1.157
C 3.205 -2.696 -0.513
C -3.543 -0.464 -1.475
C -4.809 -0.754 -1.954
C -5.314 -0.016 -3.008
C -4.559 1.014 -3.558
C -3.319 1.334 -3.034
C -2.789 0.591 -1.979
P -1.205 1.136 -1.173
C -0.268 1.517 -2.701
C -0.334 0.569 -3.727
C 0.405 0.733 -4.886
C 1.226 1.841 -5.039
C 1.310 2.777 -4.019
C 0.580 2.613 -2.851
C -1.999 2.694 -0.593
C -1.891 3.941 -1.195
C -2.619 5.015 -0.699
C -3.470 4.849 0.380
C -3.617 3.594 0.956
C -2.888 2.524 0.470
H -3.693 -3.182 -2.310
H -2.540 -4.523 -4.035
H -0.065 -4.548 -4.113
H 1.236 -3.355 -2.407
H 0.956 -2.438 2.906
H 1.430 -4.419 4.235
H 1.388 -6.664 3.189
H 0.855 -6.880 0.785
H 0.496 -4.887 -0.589
H 1.518 -0.077 -1.838
H 3.681 0.269 -2.945
H 5.551 -1.298 -2.516
H 5.232 -3.200 -0.969
H 3.080 -3.521 0.175
H -5.382 -1.551 -1.494
H -6.295 -0.237 -3.407
H -4.949 1.582 -4.392
H -2.765 2.170 -3.440
H -0.964 -0.306 -3.616
H 0.343 -0.008 -5.672
H 1.794 1.975 -5.949
H 1.954 3.641 -4.123
H 0.690 3.331 -2.053
H -1.249 4.086 -2.051
H -2.523 5.985 -1.168
H -4.034 5.690 0.760
H -4.305 3.452 1.780
H -3.024 1.537 0.902
N 1.561 4.527 0.547
C 1.054 3.319 0.867
S 1.699 1.911 0.075
N 0.091 3.291 1.752
N -0.379 2.066 2.029
C -1.168 1.964 3.054
C -1.687 0.664 3.341
C -2.535 0.390 4.414
C -3.004 -0.891 4.596
C -2.597 -1.887 3.717
C -1.735 -1.555 2.697
N -1.295 -0.308 2.476
H 2.421 4.560 0.029
H 1.354 5.290 1.171
H -1.384 2.831 3.666
H -2.811 1.196 5.080
H -3.675 -1.128 5.411
H -2.958 -2.901 3.807
H -1.384 -2.330 2.035
F 4.250 -0.007 0.895
C 4.838 0.133 2.099
F 6.132 0.408 1.854
F 4.805 -1.070 2.700
C 4.188 1.223 2.906
C 4.948 2.281 3.374
C 4.314 3.340 4.003
C 2.938 3.295 4.121
N 2.202 2.261 3.728
C 2.794 1.231 3.135
S 1.797 -0.173 2.774
H 6.022 2.268 3.244
H 4.873 4.185 4.378
H 2.381 4.120 4.555

Calculated values
Multiplicity   2
Charge   +1
ΔE to the lowest compared entry with this formula, charge and spin   18.5 kcal/mol
Lowest unoccupied orbital energy (alpha / beta)   -3.8 / -3.7 eV
E_HOMO (alpha / beta)   -10.34 / -10.47 eV
HOMO-LUMO gap (alpha / beta)   6.57 / 6.76 eV

# 2
A structure of composition C14H20BrFeN5OS in a non-equilibrium geometry. Source: the Open Molecules 2025 dataset; level of theory: the ωB97M-V functional and the def2-TZVPD basis.

Atoms and positions in Å:
Fe 0.465 0.444 -0.513
Br 1.103 -1.357 -2.649
C 0.760 0.305 -3.535
C 0.523 0.359 -4.895
C 0.288 1.614 -5.442
C 0.317 2.729 -4.614
C 0.566 2.554 -3.263
N 0.766 1.354 -2.720
H 0.503 -0.540 -5.490
H 0.087 1.718 -6.497
H 0.143 3.717 -5.008
H 0.609 3.393 -2.583
S 2.032 0.439 1.167
C 1.931 0.358 2.858
N 0.944 0.816 3.621
C 1.232 0.634 5.039
C 2.585 -0.111 5.019
N 2.879 -0.196 3.599
H 0.114 1.281 3.289
H 0.442 0.053 5.519
H 1.298 1.603 5.541
H 2.522 -1.112 5.451
H 3.374 0.437 5.539
H 3.727 -0.595 3.229
C -0.652 3.497 0.402
O -0.943 2.247 -0.230
H -1.464 3.783 1.071
H -0.501 4.283 -0.338
H 0.262 3.364 0.975
H -1.766 2.370 -0.713
N -2.707 -4.858 -0.714
C -2.164 -3.674 -0.428
C -0.930 -3.563 0.245
C -0.380 -2.326 0.451
N -0.949 -1.176 0.053
C -2.158 -1.270 -0.522
C -2.796 -2.459 -0.766
H -2.219 -5.711 -0.499
H -3.580 -4.922 -1.210
H -0.418 -4.449 0.580
H 0.563 -2.232 0.971
H -2.630 -0.332 -0.776
H -3.777 -2.467 -1.213

Calculated values
Multiplicity   5
Charge   +2
ΔE to the lowest compared entry with this formula, charge and spin   10.0 kcal/mol
Lowest unoccupied orbital energy (alpha / beta)   -5.2 / -6.2 eV
E_HOMO (alpha / beta)   -14.30 / -14.31 eV
HOMO-LUMO gap (alpha / beta)   9.06 / 8.14 eV

# 3
A cluster of 3 separate species, C21H48N2O10PS in total in a non-equilibrium geometry. Source: the Open Molecules 2025 dataset; level of theory: the ωB97M-V functional and the def2-TZVPD basis.

Atoms and positions in Å:
C 4.486 -1.428 -4.642
O 3.615 -0.500 -4.008
C 2.472 -0.228 -4.815
C 1.430 0.430 -3.890
C -0.023 -0.055 -4.110
C -0.768 0.984 -5.031
C -1.743 0.297 -6.032
C -3.223 0.430 -5.656
C -3.582 -0.217 -4.295
N -4.914 -0.932 -4.390
N -4.755 -2.380 -4.421
C -4.791 -2.825 -5.576
S -4.449 -3.580 -6.861
P -5.991 -0.527 -2.990
O -6.051 0.893 -2.766
O -5.568 -1.342 -1.706
O -7.442 -1.062 -3.452
H 5.447 -1.347 -4.122
H 4.142 -2.468 -4.537
H 4.607 -1.137 -5.697
H 2.805 0.453 -5.619
H 2.120 -1.167 -5.275
H 1.506 1.523 -3.950
H 1.703 0.156 -2.861
H -0.519 0.024 -3.130
H -0.099 -1.068 -4.518
H 0.025 1.437 -5.642
H -1.220 1.798 -4.452
H -1.616 0.795 -7.003
H -1.434 -0.748 -6.152
H -3.807 -0.052 -6.465
H -3.547 1.478 -5.653
H -3.673 0.591 -3.559
H -2.807 -0.890 -3.912
H -5.429 -0.593 -5.214
H -5.067 -2.151 -1.920
H -7.402 -1.431 -4.350
C 3.424 2.726 2.081
O 2.115 2.831 1.563
C 2.075 2.652 0.157
C 0.701 2.183 -0.280
O 0.479 0.796 -0.050
C 0.268 0.404 1.306
C -1.092 0.793 1.845
O -1.119 2.169 2.189
C -2.427 2.696 2.192
H 4.070 3.510 1.671
H 3.367 2.841 3.162
H 3.850 1.740 1.861
H 2.826 1.918 -0.159
H 2.296 3.620 -0.311
H 0.636 2.307 -1.365
H -0.091 2.791 0.160
H 1.073 0.759 1.948
H 0.324 -0.687 1.300
H -1.296 0.215 2.756
H -1.860 0.570 1.094
H -2.891 2.587 1.204
H -2.361 3.757 2.426
H -3.045 2.202 2.949
C 5.040 -1.048 6.300
O 3.670 -0.735 6.430
C 3.247 0.238 5.490
C 1.757 0.130 5.240
O 1.401 -0.935 4.363
C 1.483 -2.253 4.895
C 0.374 -2.584 5.873
O 0.639 -2.006 7.140
C -0.534 -1.824 7.903
H 5.661 -0.167 6.496
H 5.278 -1.821 7.028
H 5.255 -1.439 5.299
H 3.784 0.114 4.541
H 3.475 1.229 5.907
H 1.439 1.041 4.726
H 1.196 0.077 6.174
H 2.468 -2.447 5.322
H 1.372 -2.915 4.032
H 0.321 -3.673 6.004
H -0.581 -2.220 5.477
H -1.240 -1.172 7.376
H -0.255 -1.345 8.839
H -1.009 -2.786 8.122

Calculated values
Charge   +1
Lowest unoccupied orbital energy   -5.4 eV
E_HOMO   -10.42 eV
HOMO-LUMO gap   5.01 eV

# 4
The ion C3H11N3PS with charge +1 in a non-equilibrium geometry. Source: the Open Molecules 2025 dataset; level of theory: the ωB97M-V functional and the def2-TZVPD basis.

Atoms and positions in Å:
C 0.239 -0.218 -0.476
C -0.767 -1.183 0.153
C 2.519 0.706 -0.310
N -0.320 0.985 -0.937
N -1.377 0.843 1.170
N 1.382 0.097 0.458
P -2.411 -1.385 -0.123
S -1.843 1.466 -0.318
H 0.637 -0.690 -1.496
H -0.304 -1.830 1.084
H 3.334 0.600 0.369
H 2.784 0.308 -1.387
H 2.354 1.764 -0.445
H 0.370 1.741 -0.937
H -2.259 0.793 1.768
H -0.691 1.361 1.695
H 1.746 -0.745 0.989
H -2.813 -2.664 0.243
H -2.580 -1.947 -1.500

Calculated values
Multiplicity   3
Charge   +1
ΔE to the lowest compared entry with this formula, charge and spin   33.3 kcal/mol
Lowest unoccupied orbital energy (alpha / beta)   -4.0 / -7.7 eV
E_HOMO (alpha / beta)   -11.49 / -13.24 eV
HOMO-LUMO gap (alpha / beta)   7.46 / 5.54 eV

# 5
A cluster of 2 separate species, C6H11ClN2 in total in a non-equilibrium geometry. Source: the Open Molecules 2025 dataset; level of theory: the ωB97M-V functional and the def2-TZVPD basis.

Atoms and positions in Å:
C 3.204 4.169 8.706
C 4.400 4.382 7.761
N 4.049 5.292 6.695
C 4.671 6.509 6.555
C 4.494 6.919 5.255
N 3.790 5.909 4.599
C 3.703 4.858 5.401
C 3.868 5.831 3.169
H 3.473 3.392 9.490
H 2.472 3.653 8.037
H 2.812 5.069 9.181
H 4.785 3.549 7.210
H 5.212 4.870 8.331
H 5.006 7.002 7.431
H 4.792 7.818 4.706
H 3.400 3.871 5.048
H 3.362 4.934 2.893
H 4.893 5.788 2.909
H 3.342 6.675 2.651
Cl 5.754 3.566 4.875

Calculated values
ΔE to the lowest compared entry with this formula, charge and spin   3.5 kcal/mol
Lowest unoccupied orbital energy   0.8 eV
E_HOMO   -8.00 eV
HOMO-LUMO gap   8.76 eV

# 6
A cluster of 7 separate species, C52H53FO14 in total in a non-equilibrium geometry. Source: the Open Molecules 2025 dataset; level of theory: the ωB97M-V functional and the def2-TZVPD basis.

Atoms and positions in Å:
C -0.371 5.968 -1.368
C 0.054 4.640 -0.726
C -1.096 3.915 -0.029
C -2.075 3.161 -0.945
C -1.452 2.376 -2.096
C -0.319 1.404 -1.737
C -0.468 0.610 -0.432
C -1.832 -0.063 -0.214
C -2.381 0.204 1.191
C -3.952 0.322 1.317
C -4.816 -0.018 0.118
O -4.357 -0.565 2.409
C -3.266 -0.808 3.173
O -3.253 -0.949 4.389
C -2.096 -0.881 2.223
C -0.728 -1.078 2.841
F 0.008 -1.947 2.029
C 0.128 0.150 3.094
C -0.604 1.332 3.752
H -0.236 6.802 -0.686
H 0.245 6.159 -2.246
H -1.404 5.949 -1.708
H 0.536 4.029 -1.481
H 0.815 4.842 0.025
H -1.680 4.684 0.483
H -0.721 3.272 0.765
H -2.714 2.524 -0.334
H -2.750 3.901 -1.378
H -1.040 3.115 -2.786
H -2.207 1.845 -2.671
H 0.640 1.912 -1.706
H -0.243 0.673 -2.545
H -0.171 1.247 0.395
H 0.278 -0.184 -0.471
H -1.705 -1.139 -0.330
H -2.544 0.240 -0.974
H -2.046 1.200 1.470
H -4.170 1.322 1.683
H -5.770 -0.377 0.493
H -4.358 -0.767 -0.514
H -5.034 0.886 -0.445
H -2.258 -1.797 1.643
H -0.874 -1.593 3.791
H 0.623 0.466 2.181
H 0.923 -0.162 3.769
H -0.127 1.647 4.673
H -0.584 2.192 3.083
H -1.645 1.127 3.980
C -3.820 -6.585 4.377
C -3.518 -6.178 3.147
C -3.826 -4.805 2.698
O -3.541 -4.428 1.575
C -4.482 -3.895 3.658
C -4.791 -4.291 4.889
C -4.485 -5.673 5.345
O -4.763 -6.039 6.465
H -3.602 -7.584 4.730
H -3.037 -6.819 2.421
H -4.696 -2.902 3.292
H -5.266 -3.638 5.608
C -6.411 -5.336 -1.664
C -5.848 -5.655 -0.501
C -6.367 -6.780 0.316
O -5.860 -7.075 1.379
C -7.530 -7.536 -0.211
C -8.091 -7.216 -1.373
C -7.575 -6.090 -2.193
O -8.086 -5.800 -3.252
H -6.052 -4.521 -2.279
H -4.997 -5.120 -0.099
H -7.888 -8.353 0.403
H -8.940 -7.752 -1.777
C 1.558 -8.269 2.715
C 1.822 -7.844 1.483
C 1.474 -6.466 1.049
O 1.716 -6.083 -0.074
C 0.822 -5.580 2.047
C 0.559 -6.008 3.280
C 0.904 -7.384 3.713
O 0.658 -7.774 4.833
H 1.801 -9.269 3.050
H 2.298 -8.473 0.741
H 0.573 -4.579 1.716
H 0.081 -5.375 4.017
C 5.981 2.068 0.085
C 4.775 2.131 0.640
C 3.551 2.237 -0.195
O 2.453 2.326 0.315
C 3.722 2.260 -1.666
C 4.928 2.202 -2.225
C 6.148 2.101 -1.390
O 7.254 2.045 -1.892
H 6.889 1.993 0.671
H 4.625 2.115 1.712
H 2.817 2.335 -2.255
H 5.076 2.226 -3.298
C 3.627 7.592 0.865
C 3.645 6.494 0.115
C 3.243 6.531 -1.314
O 3.253 5.529 -1.994
C 2.821 7.839 -1.874
C 2.803 8.937 -1.124
C 3.206 8.902 0.305
O 3.191 9.901 0.988
H 3.914 7.589 1.909
H 3.947 5.529 0.503
H 2.531 7.841 -2.917
H 2.498 9.901 -1.511
C 9.080 2.637 -5.552
C 7.873 2.695 -4.993
C 6.652 2.794 -5.829
O 5.547 2.849 -5.326
C 6.820 2.825 -7.303
C 8.027 2.767 -7.858
C 9.254 2.667 -7.025
O 10.352 2.614 -7.534
H 9.987 2.564 -4.965
H 7.724 2.670 -3.920
H 5.913 2.897 -7.889
H 8.176 2.788 -8.930

Calculated values
Structure (SMILES)   CCCCCCCC[C@@H]1[C@@H]([C@@H](F)CC)C(=O)O[C@@H]1C.O=C1C=CC(=O)C=C1.O=C1C=CC(=O)C=C1.O=C1C=CC(=O)C=C1.O=C1C=CC(=O)C=C1.O=C1C=CC(=O)C=C1.O=C1C=CC(=O)C=C1
Lowest unoccupied orbital energy   -1.7 eV
E_HOMO   -10.08 eV
HOMO-LUMO gap   8.38 eV

# 7
A structure of composition C31H30BrClI2NO3SiZr. Source: the Open Molecules 2025 dataset; level of theory: the ωB97M-V functional and the def2-TZVPD basis.

Atoms and positions in Å:
Zr 0.839 0.071 -1.180
O -0.591 1.120 0.195
C -1.522 2.163 -0.237
C -1.364 2.139 -1.776
O -2.079 2.718 -2.538
O -0.337 1.394 -2.148
C -2.930 1.771 0.168
C -4.001 2.529 -0.303
C -5.296 2.196 0.057
C -5.537 1.111 0.890
C -4.474 0.362 1.364
C -3.173 0.690 1.004
C -1.031 3.484 0.329
C 0.180 3.996 -0.143
C 0.692 5.168 0.386
C -0.001 5.838 1.386
C -1.202 5.332 1.855
C -1.719 4.155 1.330
H -0.251 1.290 1.086
H -3.816 3.369 -0.956
H -6.121 2.787 -0.315
H -6.550 0.859 1.173
H -4.651 -0.482 2.019
H -2.355 0.099 1.393
H 0.722 3.485 -0.933
H 1.626 5.562 0.011
H 0.395 6.758 1.794
H -1.744 5.854 2.631
H -2.660 3.771 1.701
C 5.532 1.820 2.158
Si 4.508 0.300 2.518
C 5.400 -1.284 2.051
C 3.925 0.257 4.298
C 3.012 0.360 1.409
C 2.096 0.352 0.602
H 6.438 1.826 2.766
H 4.975 2.732 2.378
H 5.831 1.856 1.109
H 6.287 -1.433 2.668
H 5.719 -1.260 1.008
H 4.751 -2.151 2.187
H 4.778 0.258 4.980
H 3.340 -0.641 4.505
H 3.308 1.123 4.536
Br -3.828 -3.515 0.668
C -2.069 -2.955 1.035
C -1.420 -3.330 2.201
C -0.132 -2.863 2.391
C 0.454 -2.053 1.434
N -0.170 -1.688 0.302
C -1.421 -2.145 0.122
H -1.909 -3.961 2.930
H 0.428 -3.119 3.278
H 1.457 -1.677 1.566
H -1.946 -1.843 -0.770
I 2.348 -2.389 -2.162
I 3.001 1.143 -2.492
Cl -1.025 -1.270 -2.953
C -0.729 -2.719 -3.937
C -1.348 -2.690 -5.174
C -1.212 -3.780 -6.019
C -0.463 -4.874 -5.615
C 0.154 -4.872 -4.377
C 0.035 -3.795 -3.498
C 0.745 -3.845 -2.187
H -1.927 -1.825 -5.467
H -1.691 -3.770 -6.988
H -0.354 -5.729 -6.267
H 0.746 -5.726 -4.072
H 1.209 -4.814 -2.032
H 0.119 -3.603 -1.333

Calculated values
Charge   +1
ΔE to the lowest compared entry with this formula, charge and spin   3.8 kcal/mol
Lowest unoccupied orbital energy   -3.5 eV
E_HOMO   -11.42 eV
HOMO-LUMO gap   7.91 eV

no.,E_tot (eV)
1,-143276.4148
2,-139593.2811
3,-66123.7282
4,-27870.4602
5,-21902.3374
6,-86159.7816
7,-148189.0525